Below is a structure of composition C20H18Br2N8O3V at a distorted geometry, with properties calculated with ωB97M-V/def2-TZVPD.

Structure (XYZ):
```
52
Properties=species:S:1:pos:R:3:forces:R:3:mulliken_spin:R:1
V -0.6966 0.0042 0.0818 0.551 -0.163 0.282 2.050
N 1.2147 -2.7769 0.5322 0.495 0.497 0.035 0.010
C -0.0499 -3.0539 0.1986 -0.409 -0.074 -0.380 0.021
N -0.4080 -4.3255 0.1748 -0.041 -0.228 0.065 -0.004
C -1.6489 -4.5961 -0.2356 0.247 0.091 0.107 0.002
N -2.0566 -5.8592 -0.2254 -0.023 -0.076 0.037 0.006
N -2.5198 -3.6718 -0.6991 0.035 0.477 -0.025 0.002
C -2.0956 -2.4357 -0.6127 0.432 -0.595 0.302 0.030
N -0.8990 -2.0354 -0.1133 -0.242 -0.356 -0.095 -0.116
C -2.9580 -1.3650 -1.1186 -0.533 0.362 -0.173 0.031
C -4.2384 -1.6164 -1.5919 0.382 0.173 -0.011 -0.002
C -4.9723 -0.5460 -2.0738 0.101 0.299 -0.001 0.003
C -4.4130 0.7284 -2.0545 -0.073 -0.205 0.012 -0.002
C -3.1396 0.8949 -1.5383 -0.088 0.099 -0.085 -0.003
N -2.4263 -0.1312 -1.0849 -0.195 -0.285 0.008 0.014
H 1.8090 -3.5848 0.6306 0.008 -0.008 0.020 0.000
H 1.6680 -1.9164 0.2162 -0.198 -0.146 0.155 0.002
H -1.4421 -6.5803 0.1097 0.004 0.005 -0.010 0.000
H -2.9831 -6.0838 -0.5419 0.000 -0.008 -0.005 0.000
H -4.6197 -2.6250 -1.5864 0.010 -0.033 0.018 0.000
H -5.9700 -0.7010 -2.4580 -0.040 0.022 -0.013 0.000
H -4.9565 1.5874 -2.4184 -0.021 0.003 -0.011 0.000
H -2.6770 1.8735 -1.4824 -0.032 -0.041 -0.005 -0.003
C 4.5428 -0.5558 1.8445 -0.004 0.012 0.085 0.000
C 4.4021 -0.4520 0.3558 -0.155 -0.005 -0.038 0.004
C 5.5331 -0.5287 -0.4804 -0.023 0.017 -0.282 -0.003
C 5.3726 -0.4631 -1.8370 0.004 0.012 0.239 0.003
C 4.0803 -0.3026 -2.3800 -0.062 -0.009 -0.078 -0.005
C 3.8025 -0.2276 -3.7700 -0.210 0.039 -0.102 0.014
Br 5.2093 -0.3524 -5.0269 -0.063 0.002 0.006 0.001
C 2.5224 -0.0632 -4.2233 0.303 -0.030 0.020 -0.008
C 1.4639 0.0472 -3.3086 0.099 -0.079 0.637 0.020
Br -0.2916 0.2878 -3.9559 0.020 0.004 -0.049 0.002
C 1.6673 -0.0079 -1.9387 0.466 -0.076 -1.091 -0.009
O 0.6793 0.1636 -1.0963 -0.133 0.269 0.448 -0.024
C 3.0089 -0.2098 -1.4622 -0.245 0.127 -0.319 -0.004
N 3.1848 -0.2954 -0.1250 -0.012 -0.193 0.396 -0.005
H 5.5824 -0.6656 2.1423 0.019 0.001 0.016 0.000
H 3.9905 -1.4185 2.2226 -0.012 -0.007 0.000 0.000
H 4.1406 0.3367 2.3258 0.006 -0.001 0.006 0.000
H 6.5126 -0.6454 -0.0417 0.057 -0.006 0.002 0.000
H 6.2228 -0.5260 -2.5012 0.013 -0.015 0.006 0.000
H 2.3130 -0.0079 -5.2813 0.030 -0.006 -0.026 0.000
N 0.6448 0.1879 1.8780 0.054 0.000 -0.612 -0.002
C -0.1812 0.2977 3.0813 -0.304 -0.015 0.378 0.002
C -1.5638 0.8309 2.6823 0.229 0.429 0.499 -0.001
O -2.2367 1.5279 3.3911 0.111 -0.254 -0.045 0.013
O -1.8877 0.4342 1.4710 -0.468 -0.011 -0.166 -0.037
H 1.3330 -0.5526 1.9593 0.006 -0.022 -0.101 -0.001
H 1.1918 1.0333 1.7301 0.003 -0.027 -0.033 0.006
H 0.2705 0.9185 3.8553 -0.098 -0.004 -0.064 -0.002
H -0.3312 -0.7039 3.4888 0.000 0.033 0.042 -0.002
```
Positions in Å, forces in eV/Å.

Results
- ΔE to the lowest compared entry with this formula, charge and spin: 0.0 kJ/mol
- Charge: +1
- M: 629.17 g/mol
- HOMO energy (alpha / beta): -0.3855 / -0.3922 Ha
- <S²>: 2.0114
- Spin multiplicity: 3